[1]
Molecular formula: C3H8N2O
Method: DFT, ωB97M-V with the def2-TZVPD basis set

The geometry in XYZ format:
```
14
C3H8N2O ωB97M-V with the def2-TZVPD basis set
C 1.28528 0.10890 1.94669
C 0.62062 -0.65854 0.80951
O 0.54321 -1.86258 0.75097
N 0.08026 0.17433 -0.16905
C -0.76585 -0.40585 -1.22420
N -1.52454 0.48941 -2.02689
H 0.59076 0.67684 2.55999
H 1.87746 -0.63178 2.47227
H 1.92957 0.87312 1.50182
H 0.04896 1.10262 0.20223
H -0.04757 -0.92942 -1.84784
H -1.44669 -1.13233 -0.78886
H -2.14427 1.11430 -1.51052
H -1.04720 1.08097 -2.67612
```

## Properties
DFT total energy (a.u.): -303.8651
Charge: 0

Atomic partial charges in e from the Löwdin method, atoms 1 to 2: number 1, C, carries -0.010; number 2, C, carries -0.546


[2]
Molecular formula: C3H8N2O
Method: DFT, ωB97M-V with the def2-TZVPD basis set

The geometry in XYZ format:
```
14
C3H8N2O ωB97M-V with the def2-TZVPD basis set
C 1.21649 -1.40934 -0.59081
C 0.95273 0.06169 -0.29859
N -0.35488 0.49823 -0.82666
C -1.41081 0.77932 -0.00545
N -1.19453 0.69932 1.51678
O -2.51669 1.27789 -0.33139
H 0.49259 -1.77978 -1.36421
H 2.29854 -1.26673 -0.90896
H 1.10864 -1.81894 0.45049
H 1.79959 0.75320 -0.60705
H 1.10324 0.27331 0.77183
H -0.55248 1.04396 -1.61632
H -2.02884 1.02655 1.95487
H -0.91360 -0.13868 1.85548
```

## Properties
DFT total energy (a.u.): -303.8313
Charge: 0

Atomic partial charges in e from the Löwdin method, atoms 1 to 2: number 1, C, carries -0.093; number 2, C, carries -0.283


[3]
Molecular formula: C3H8N2O
Method: DFT, ωB97M-V with the def2-TZVPD basis set

The geometry in XYZ format:
```
14
C3H8N2O ωB97M-V with the def2-TZVPD basis set
N 0.35099 2.56314 -0.24861
N -0.00687 1.23894 -0.05824
C 0.76012 0.29616 -0.45241
C 0.38489 -1.16999 -0.36338
C -0.77874 -1.49523 0.57456
O -2.01200 -0.92339 0.16590
H 1.38573 2.71059 -0.23261
H -0.03148 3.08640 0.52349
H 1.73767 0.56555 -0.86233
H 0.17862 -1.57626 -1.36995
H 1.31035 -1.61365 0.02909
H -0.93558 -2.57482 0.58895
H -0.49045 -1.15593 1.59065
H -1.85324 0.04848 0.11488
```

## Properties
DFT total energy (a.u.): -303.8093
Charge: 0

Atomic partial charges in e from the Löwdin method, atoms 1 to 2: number 1, N, carries -0.011; number 2, N, carries -0.076


F_max values, unit hartree/bohr, following the record order: 0.037, 0.102, 0.026.
Relative energy (zero: lowest compared OMol25 entry of this formula, charge and spin) values, unit kcal/mol, following the record order: 16.9, 38.2, 52.0.